Arrangement 1

A single C2H3N3O molecule. Source: the Open Molecules 2025 dataset; level of theory: the ωB97M-V functional and the def2-TZVPD basis.

Properties
Kohn-Sham gap, Ha: 0.340
Spin multiplicity: 1
SMILES string: Oc1cnn[nH]1

CARTESIAN COORDINATES (ANGSTROEM)
O  1.351  0.136  -1.251
N  -0.941  0.386  -0.309
N  -1.550  -0.049  0.868
N  -0.681  -0.673  1.527
C  0.426  -0.721  0.825
C  0.293  -0.092  -0.360
H  1.152  1.216  -1.623
H  1.303  -1.345  1.133
H  -1.354  1.142  -0.810

Löwdin population analysis, charges in e, atoms 1 to 8: -0.01 0.07 -0.01 -0.02 -0.15 -0.39 0.24 0.13

=====

Arrangement 2

A single C2H3N3O molecule. Source: the Open Molecules 2025 dataset; level of theory: the ωB97M-V functional and the def2-TZVPD basis.

Properties
Kohn-Sham gap, Ha: 0.366
Spin multiplicity: 1
SMILES string: Oc1ncn[nH]1

CARTESIAN COORDINATES (ANGSTROEM)
O  -1.942  -0.403  -0.164
N  1.528  -0.417  0.154
N  0.032  1.147  -0.010
N  0.243  -0.963  -0.060
C  -0.653  -0.018  -0.116
C  1.264  0.845  0.222
H  -2.712  0.211  -0.276
H  -0.091  -1.904  -0.306
H  2.060  1.580  0.673

Löwdin population analysis, charges in e, atoms 1 to 8: 0.09 0.05 0.09 0.06 -0.45 -0.33 0.15 0.17

=====

Arrangement 3

A single C2H3N3O molecule. Source: the Open Molecules 2025 dataset; level of theory: the ωB97M-V functional and the def2-TZVPD basis.

Properties
Kohn-Sham gap (spin up / spin down), Ha: 0.295 / 0.347
Spin multiplicity: 1

CARTESIAN COORDINATES (ANGSTROEM)
O  -2.088  -0.063  -0.283
N  1.944  -0.382  -0.037
N  1.323  0.707  -0.051
N  -0.192  -1.421  0.252
C  -0.768  -0.354  -0.030
C  0.088  0.904  -0.155
H  2.525  -0.421  0.814
H  -0.241  1.921  -0.296
H  -2.592  -0.888  -0.213

Löwdin population analysis, charges in e, atoms 1 to 8: 0.04 0.11 -0.10 0.20 -0.51 -0.06 0.09 0.11

=====

It is arrangement 2 that is the most stable of them.

=====

Arrangement 1

A single C2H3N3O molecule. Source: the Open Molecules 2025 dataset; level of theory: the ωB97M-V functional and the def2-TZVPD basis.

Properties
Kohn-Sham gap, Ha: 0.377
Spin multiplicity: 1
SMILES string: O=c1nc[nH][nH]1

CARTESIAN COORDINATES (ANGSTROEM)
O  -0.469  2.299  0.207
N  0.340  0.334  1.316
N  -0.078  0.417  -0.925
N  -0.109  -0.925  -0.501
C  0.325  -0.852  0.804
C  -0.057  1.161  0.254
H  0.264  -1.634  -1.126
H  -0.831  0.951  -1.376
H  0.616  -1.751  1.347

Löwdin population analysis, charges in e, atoms 1 to 8: 0.06 0.15 0.07 0.03 -0.17 -0.57 0.14 0.16

=====

Arrangement 2

A molecular structure, C2H3N3O. Source: the Open Molecules 2025 dataset; level of theory: the ωB97M-V functional and the def2-TZVPD basis.

Properties
Kohn-Sham gap, Ha: 0.367
Spin multiplicity: 1

CARTESIAN COORDINATES (ANGSTROEM)
O  -1.400  -1.641  -1.029
N  0.696  -0.646  -1.022
N  1.295  0.454  -0.173
N  -0.711  -0.040  0.569
C  0.380  0.743  0.710
C  -0.577  -0.867  -0.595
H  -1.521  -0.076  1.175
H  1.214  0.354  -1.514
H  0.507  1.497  1.481

Löwdin population analysis, charges in e, atoms 1 to 8: 0.05 0.07 -0.01 0.14 -0.19 -0.57 0.16 0.22

=====

Arrangement 3

A single C2H3N3O molecule. Source: the Open Molecules 2025 dataset; level of theory: the ωB97M-V functional and the def2-TZVPD basis.

Properties
Kohn-Sham gap, Ha: 0.395
Spin multiplicity: 1
SMILES string: [H]/N=C(/C#N)NO

CARTESIAN COORDINATES (ANGSTROEM)
O  -0.380  -1.596  -0.538
N  -0.090  2.993  0.654
N  -0.782  -0.339  -0.016
N  1.411  -0.146  0.174
C  0.092  1.876  0.548
C  0.269  0.433  0.040
H  -0.392  -2.268  0.191
H  -1.303  0.238  -0.840
H  1.176  -1.191  -0.214

Löwdin population analysis, charges in e, atoms 1 to 8: -0.07 0.15 -0.03 0.12 -0.12 -0.52 0.15 0.21

=====

Arrangement 4

A molecular structure, C2H3N3O. Source: the Open Molecules 2025 dataset; level of theory: the ωB97M-V functional and the def2-TZVPD basis.

Properties
Kohn-Sham gap, Ha: 0.373
Spin multiplicity: 1

CARTESIAN COORDINATES (ANGSTROEM)
O  -2.014  -0.115  -0.252
N  1.645  -0.505  0.039
N  1.344  0.768  -0.066
N  0.062  -1.305  0.230
C  -0.679  -0.280  -0.040
C  0.085  0.957  -0.170
H  -2.540  -0.925  -0.196
H  2.386  -0.546  0.776
H  -0.289  1.951  -0.322

Löwdin population analysis, charges in e, atoms 1 to 8: 0.07 0.01 -0.04 0.17 -0.46 -0.10 0.12 0.13

=====

It is arrangement 1 that is the most stable of them.

=====

Arrangement 1

2 unconnected molecules or ions with the total composition C2H3N3O. Source: the Open Molecules 2025 dataset; level of theory: the ωB97M-V functional and the def2-TZVPD basis.

Properties
Kohn-Sham gap, Ha: 0.344
Spin multiplicity: 1

CARTESIAN COORDINATES (ANGSTROEM)
O  1.213  -0.208  -1.866
N  -0.964  0.025  0.815
N  0.660  0.001  -0.811
N  1.157  0.549  0.228
C  0.151  0.525  1.140
C  -0.769  -0.391  -0.533
H  -0.866  -1.477  -0.624
H  -1.441  0.088  -1.249
H  0.858  0.889  2.900

Löwdin population analysis, charges in e, atoms 1 to 8: 0.05 0.04 -0.30 0.10 -0.28 -0.12 0.14 0.14

=====

Arrangement 2

A single C2H3N3O molecule. Source: the Open Molecules 2025 dataset; level of theory: the ωB97M-V functional and the def2-TZVPD basis.

Properties
Kohn-Sham gap, Ha: 0.393
Spin multiplicity: 1
SMILES string: On1ccnn1

CARTESIAN COORDINATES (ANGSTROEM)
O  -0.165  -1.515  -1.249
N  -0.907  0.667  -0.801
N  -0.116  -0.372  -0.552
N  -0.704  1.554  0.193
C  0.571  -0.289  0.554
C  0.298  0.979  1.005
H  -0.938  -1.446  -1.793
H  1.287  -1.110  0.737
H  0.675  1.532  1.906

Löwdin population analysis, charges in e, atoms 1 to 8: 0.09 0.03 -0.27 0.01 -0.08 -0.13 0.11 0.14

=====

It is arrangement 2 that is the most stable of them.

=====

Arrangement 1

A single C2H3N3O molecule. Source: the Open Molecules 2025 dataset; level of theory: the ωB97M-V functional and the def2-TZVPD basis.

Properties
Kohn-Sham gap, Ha: 0.384
Spin multiplicity: 1
SMILES string: Oc1nc[nH]n1

CARTESIAN COORDINATES (ANGSTROEM)
O  2.204  -0.205  -0.145
N  -1.056  0.584  0.280
N  0.235  1.005  0.322
N  0.099  -1.172  -0.304
C  -1.110  -0.706  -0.084
C  0.872  -0.092  -0.042
H  -1.803  1.206  0.544
H  -2.031  -1.263  -0.190
H  2.590  0.642  -0.382

Löwdin population analysis, charges in e, atoms 1 to 8: 0.08 -0.01 0.10 0.14 -0.18 -0.51 0.15 0.12

=====

Arrangement 2

A single C2H3N3O molecule. Source: the Open Molecules 2025 dataset; level of theory: the ωB97M-V functional and the def2-TZVPD basis.

Properties
Kohn-Sham gap, Ha: 0.375
Spin multiplicity: 1
SMILES string: C1=NNC=NO1

CARTESIAN COORDINATES (ANGSTROEM)
O  1.067  0.027  -0.724
N  -1.148  0.577  -0.555
N  1.250  -0.138  0.753
N  -1.077  -0.591  0.296
C  -0.067  0.675  -1.147
C  0.088  -0.621  1.271
H  0.256  -0.784  2.339
H  -2.004  -0.435  0.938
H  -0.091  1.752  -1.685

Löwdin population analysis, charges in e, atoms 1 to 8: -0.13 0.01 0.09 -0.04 -0.28 -0.09 0.11 0.17

=====

It is arrangement 1 that is the most stable of them.

=====

Arrangement 1

A molecular structure, C2H3N3O. Source: the Open Molecules 2025 dataset; level of theory: the ωB97M-V functional and the def2-TZVPD basis.

Properties
Kohn-Sham gap, Ha: 0.353
Spin multiplicity: 1

CARTESIAN COORDINATES (ANGSTROEM)
O  -1.387  -0.438  1.851
N  -0.566  0.716  -0.013
N  0.597  -1.030  0.731
N  1.202  -0.464  -0.467
C  0.440  0.526  -0.871
C  -0.553  -0.311  0.983
H  0.889  -1.577  -0.432
H  -1.250  1.459  -0.025
H  0.628  1.120  -1.756

Löwdin population analysis, charges in e, atoms 1 to 8: 0.04 0.16 0.06 -0.02 -0.16 -0.56 0.19 0.16

=====

Arrangement 2

A molecular structure, C2H3N3O. Source: the Open Molecules 2025 dataset; level of theory: the ωB97M-V functional and the def2-TZVPD basis.

Properties
Kohn-Sham gap, Ha: 0.337
Spin multiplicity: 1

CARTESIAN COORDINATES (ANGSTROEM)
O  -0.334  1.340  2.244
N  0.562  -0.721  0.855
N  -0.603  1.309  0.047
N  -0.766  1.928  1.285
C  0.012  0.176  0.233
C  0.399  -0.885  -1.002
H  1.024  -0.234  -1.613
H  0.902  -1.837  -0.837
H  -0.600  -1.060  -1.402

Löwdin population analysis, charges in e, atoms 1 to 8: -0.04 0.29 0.04 -0.09 -0.52 0.03 0.10 0.09

=====

It is arrangement 1 that is the most stable of them.

=====

Arrangement 1

A single C2H3N3O molecule. Source: the Open Molecules 2025 dataset; level of theory: the ωB97M-V functional and the def2-TZVPD basis.

Properties
Kohn-Sham gap, Ha: 0.400
Spin multiplicity: 1
SMILES string: Oc1nc[nH]n1

CARTESIAN COORDINATES (ANGSTROEM)
O  -1.188  0.753  -1.767
N  0.417  1.014  -0.044
N  0.103  -0.922  0.930
N  -0.780  -0.917  -0.163
C  -0.524  0.274  -0.684
C  0.775  0.231  0.945
H  0.286  -1.636  1.643
H  -0.612  0.726  -2.546
H  1.523  0.477  1.685

Löwdin population analysis, charges in e, atoms 1 to 8: 0.06 0.12 0.00 0.13 -0.50 -0.20 0.16 0.12

=====

Arrangement 2

A single C2H3N3O molecule. Source: the Open Molecules 2025 dataset; level of theory: the ωB97M-V functional and the def2-TZVPD basis.

Properties
Kohn-Sham gap, Ha: 0.385
Spin multiplicity: 1
SMILES string: Oc1cnn[nH]1

CARTESIAN COORDINATES (ANGSTROEM)
O  -1.890  -0.162  -0.133
N  1.534  0.748  0.019
N  0.542  -1.089  -0.131
N  1.764  -0.510  -0.068
C  -0.468  -0.119  -0.089
C  0.205  1.035  -0.132
H  0.749  -2.052  0.073
H  -2.291  0.064  0.718
H  -0.146  2.085  -0.256

Löwdin population analysis, charges in e, atoms 1 to 8: 0.03 -0.03 0.05 -0.02 -0.30 -0.11 0.14 0.11

=====

It is arrangement 1 that is the most stable of them.